1.
A single C3H2N2O molecule in a non-equilibrium geometry. Source: the Open Molecules 2025 dataset; level of theory: ωB97M-V with the def2-TZVPD basis set.

```
8
Properties=species:S:1:pos:R:3:forces:R:3
O 0.82895 0.12436 -0.04789 1.224 1.170 -1.546
N -3.72617 -1.06529 -0.16163 -0.241 0.495 0.275
N -1.30716 -0.63155 -0.10209 1.078 1.184 0.317
C 1.86198 0.90735 -0.10782 2.007 2.330 3.692
C -2.61684 -0.75899 -0.04065 1.711 -1.227 -0.335
C -0.08828 -0.64312 0.21504 -4.400 -2.323 0.740
H 2.75070 0.74821 -0.63503 0.405 -1.232 -2.063
H 2.29681 1.31903 0.88008 -1.784 -0.397 -1.080
```
Forces are in eV/Å.

Computed properties:
DFT total energy, eV: -8164.1632
Relative energy (zero: lowest compared OMol25 entry of this formula, charge and spin), eV: 5.5497

---

2.
14 unconnected molecules or ions with the total composition C5H38N2O14 in a non-equilibrium geometry. Source: the Open Molecules 2025 dataset; level of theory: ωB97M-V with the def2-TZVPD basis set.

```
59
Properties=species:S:1:pos:R:3:forces:R:3
O -0.52177 3.47294 2.47413 0.118 0.022 0.015
O 0.91724 3.78352 0.10631 0.931 0.273 -2.719
O 0.36170 -3.13899 0.65511 0.751 -0.626 -0.266
O -3.18000 -2.52175 -0.17055 -0.288 1.436 1.502
O -2.93123 -1.18791 -2.70937 0.331 10.712 -2.579
O -1.36334 -2.28229 2.32809 -0.556 -1.885 1.904
O 2.91280 2.61493 -1.19808 0.157 0.575 0.142
O 2.60358 -2.85652 -1.61603 1.681 -7.273 2.726
O -2.49635 1.50937 2.84985 -4.961 2.193 -2.936
O -3.56922 -0.62725 1.72138 -2.439 1.038 -0.528
O -0.26659 0.19977 3.62656 -0.350 0.873 0.225
O -0.88918 0.45933 -4.03925 -1.810 -2.153 2.042
O 2.19351 0.58222 -2.74539 2.389 -3.933 -1.480
O -0.00841 2.96897 -3.00795 0.224 1.526 0.557
N -0.12683 -1.73257 -0.95848 0.079 -0.729 1.038
N 2.04111 -1.04417 1.55866 -0.425 1.606 -1.558
C -0.74835 0.57420 -0.54268 -0.375 0.582 1.309
C -0.07133 -0.67512 0.07224 -0.564 0.767 -0.746
C 0.24628 -2.95723 -0.56138 -0.334 -1.732 0.863
C 3.49288 -0.58930 1.53642 0.154 0.490 1.881
C 1.36929 -0.31773 0.37881 1.552 2.900 2.537
H 3.20685 3.35668 -1.74281 0.144 -0.193 0.083
H 0.89923 2.99243 -2.66026 -0.476 -0.715 -0.421
H -1.74076 1.12053 3.09485 4.933 -2.558 1.805
H -2.98305 -1.97836 -2.45775 -0.637 -10.617 3.061
H 4.11200 -0.78349 0.63525 -0.628 -0.394 0.318
H -1.86648 0.37070 -0.64415 1.579 0.670 -0.303
H 2.53578 -2.04584 -1.95930 0.859 4.907 -2.493
H 3.46976 -3.41063 -1.64143 -2.258 2.570 -0.417
H -0.32973 2.10782 -3.27011 0.266 -0.686 -0.006
H -3.31847 -0.72418 -1.93892 0.307 -0.131 -0.722
H -0.52588 1.51243 0.07217 -0.854 -1.506 -0.207
H 2.43115 3.04824 -0.45779 -0.191 -0.199 -0.307
H -2.73184 1.02615 2.01125 0.162 0.692 1.196
H -3.02313 -0.97823 2.39895 1.235 -0.806 1.168
H -1.10807 2.72855 2.24884 -0.141 0.355 0.440
H -3.44569 -1.95039 0.64652 0.317 -1.338 -1.906
H 0.60461 3.66182 0.97785 -1.398 -0.151 1.659
H -0.18477 0.86905 -1.42013 -0.564 -0.378 -0.754
H 0.38503 -3.90798 -1.18750 -0.466 2.017 -0.027
H 3.62212 0.54364 1.70612 -1.067 -1.425 -0.547
H -0.69006 -0.99214 0.94889 0.892 0.774 -0.996
H 1.38119 0.73812 -3.11107 -3.204 0.555 -1.538
H -2.25426 -2.24665 -0.25576 -0.086 -0.361 -0.029
H -1.48274 -3.21634 2.77735 0.945 2.829 -1.820
H -0.72396 -0.44538 4.16494 0.257 -0.497 -0.050
H 1.74656 -2.03431 1.39458 1.583 0.820 0.313
H 4.03021 -0.92445 2.47601 -0.604 -0.338 -1.235
H -0.49348 -2.18893 1.83924 -1.005 -1.552 0.995
H 2.36105 1.21314 -2.11821 0.803 2.858 2.677
H -1.66512 -0.19739 -3.93669 1.466 1.183 0.964
H -1.00248 0.57821 -4.94435 0.374 0.929 -2.825
H 2.11655 -0.40216 -0.46339 -1.437 0.317 0.360
H -4.36878 -0.26345 2.18334 1.039 -0.537 -0.631
H -0.27448 -1.47735 -1.89353 -0.081 0.278 -1.376
H 0.53701 -0.18052 3.27090 0.462 -0.523 -0.266
H -0.71590 3.68354 3.40016 0.064 -0.188 -0.463
H 0.25545 3.64525 -0.60872 0.284 0.099 1.218
H 1.26879 0.91747 0.70629 0.863 -3.421 -0.847
```
Forces are in eV/Å.

Computed properties:
DFT total energy, eV: -37444.8758
Relative energy (zero: lowest compared OMol25 entry of this formula, charge and spin), eV: 6.4889

---

3.
A molecular structure, F10N5O20S10Y in a non-equilibrium geometry. Source: the Open Molecules 2025 dataset; level of theory: ωB97M-V with the def2-TZVPD basis set.

```
46
Properties=species:S:1:pos:R:3:forces:R:3
Y -0.51695 -0.13540 0.32821 0.240 0.148 0.298
S -0.61883 0.30470 -2.99065 6.308 0.217 -5.393
S -3.22105 1.69833 2.08348 1.757 8.064 2.758
S 3.82521 -0.93070 0.01316 1.687 3.800 6.950
S 4.19856 -1.12072 -2.36396 1.081 -0.729 -7.418
S -2.69980 1.37255 -2.24367 -5.824 3.252 5.035
S -0.14674 -3.05941 1.86698 1.560 2.097 9.680
S 0.11541 3.40321 -0.01947 -5.165 2.800 -5.229
S 0.71286 -3.54774 -0.27275 2.027 -1.443 -5.996
S 1.22349 2.39319 1.92434 3.917 -2.280 6.909
S -3.69732 -0.53089 1.59504 -6.273 -6.235 0.304
F 0.97070 1.01373 2.84156 -0.180 0.690 -0.381
F -1.92674 2.02720 3.05473 -0.338 -0.993 -1.446
F 5.81089 -0.75369 -2.42556 -2.454 -0.668 0.948
F 0.76023 0.34386 -2.17798 2.269 -0.594 0.017
F 0.72428 -2.68101 -1.61062 -0.104 -0.013 0.134
F 4.33627 -1.77933 1.23486 -1.131 0.059 0.275
F 0.30681 2.83845 -1.52060 0.598 -0.119 1.326
F -0.08718 -1.64378 2.71924 -1.226 0.770 0.017
F -3.78197 0.51370 -1.33198 1.571 0.340 -0.597
F -3.32345 -1.73934 0.57392 -0.150 0.673 0.027
O 1.12416 4.44162 0.05274 -0.430 -2.428 1.077
O -0.55455 -0.99178 -3.58754 -1.123 0.607 0.404
O -0.54247 1.48973 -3.84855 -0.871 -2.080 1.664
O -3.25884 2.91152 1.25814 -0.300 -3.753 0.927
O -2.83779 2.70514 -1.57589 1.277 -4.374 -3.062
O 4.88755 0.13285 0.07591 -3.148 -3.021 -1.411
O -0.15628 -4.67565 -0.60799 0.782 2.489 1.869
O 3.47309 0.13688 -2.30402 1.308 -2.328 0.710
O 0.73706 3.46267 2.78733 0.290 -1.633 -2.442
O -1.29781 3.85965 -0.14705 4.645 -1.546 2.092
O 2.13047 -3.87729 -0.14441 -2.334 1.214 0.994
O -3.58472 -1.18951 2.88416 -0.318 1.186 -1.828
O 4.04704 -1.96975 -3.55979 0.106 1.681 3.416
O -4.19275 1.62666 3.17740 1.187 -1.407 -2.557
O 2.65291 2.23129 1.72225 -2.053 0.978 -0.672
O 2.43624 -0.57138 0.22410 1.896 -0.959 -0.755
O -3.29803 1.11046 -3.52299 2.102 -0.069 0.421
O 1.10325 -3.54899 2.57162 -3.806 -0.531 -3.554
O -5.02421 0.01991 1.14566 4.213 -1.600 1.032
O -1.48336 -3.50324 2.09452 1.294 -0.782 -0.651
N 0.30244 1.77446 0.81444 0.205 6.190 -2.048
N -1.26067 0.49754 -1.63961 -6.972 2.087 -0.313
N -2.48498 0.32544 1.23272 -0.803 4.003 1.667
N 4.07132 -2.18973 -0.95950 0.520 2.257 -2.720
N 0.04620 -2.19542 0.57806 2.162 -6.019 -2.478
```
Forces are in eV/Å.

Computed properties:
DFT total energy, eV: -184960.2890
Total charge: -1
Multiplicity: 2

---

4.
4 unconnected molecules or ions with the total composition C2H11NO3 in a non-equilibrium geometry. Source: the Open Molecules 2025 dataset; level of theory: ωB97M-V with the def2-TZVPD basis set.

```
17
Properties=species:S:1:pos:R:3:forces:R:3
O -0.33778 -1.66700 1.10286 0.149 0.519 -0.594
O 2.65834 -0.53765 0.59373 -0.549 -0.456 -0.062
O -2.93354 -0.98084 0.07311 -0.421 0.044 -0.498
N 0.73382 1.45838 -0.71826 -0.262 -0.566 0.595
C 0.20248 0.31916 -1.49416 0.609 0.024 0.469
C -0.08444 1.99056 0.09277 0.504 0.280 -1.346
H -0.01066 0.55004 -2.53492 -0.083 0.166 0.023
H 0.30812 2.71298 0.80056 -0.270 0.162 0.040
H 1.01633 -0.41059 -1.48127 -0.151 -0.171 -0.442
H -0.62507 -0.16049 -0.97231 -0.359 0.166 -0.357
H 3.52258 -0.13934 0.67409 0.193 0.208 -0.031
H 2.19730 -0.06437 -0.11305 0.382 0.388 0.220
H -2.22933 -1.06698 0.70442 1.029 -0.353 0.350
H -0.27173 -2.14906 1.92023 0.266 -0.251 0.438
H -1.15273 1.84377 -0.07502 -0.175 -0.214 0.771
H 0.54570 -1.30320 0.91163 -0.290 -0.275 0.362
H -3.53938 -0.39535 0.51560 -0.570 0.332 0.064
```
Forces are in eV/Å.

Computed properties:
DFT total energy, eV: -9884.0553
Relative energy (zero: lowest compared OMol25 entry of this formula, charge and spin), eV: 1.1445
SMILES: C=NC.O.O.O

---

5.
2 unconnected molecules or ions with the total composition C4H11NS in a non-equilibrium geometry. Source: the Open Molecules 2025 dataset; level of theory: ωB97M-V with the def2-TZVPD basis set.

```
17
Properties=species:S:1:pos:R:3:forces:R:3
S -0.78009 0.76324 0.40347 0.287 -0.928 0.524
N 2.08284 0.33984 1.02588 -0.797 -0.396 -0.515
C 1.75604 1.56431 0.86173 -0.534 0.275 -0.716
C -2.44531 -0.89975 -1.09081 0.119 -0.519 -0.652
C 2.54628 -0.50765 -0.08894 0.074 0.223 0.609
C -2.43783 0.06055 0.08854 -0.324 0.330 -0.535
H 3.55452 -0.84864 0.14028 0.046 0.051 -0.159
H -2.12697 -0.42997 -2.02639 0.140 0.157 0.214
H -3.40491 -1.37388 -1.33516 -0.230 0.329 0.413
H 1.85794 1.98783 -0.13220 0.489 0.337 0.269
H 1.22300 2.09991 1.63293 0.118 -0.005 0.081
H -3.13743 0.88018 -0.08992 -0.028 -0.047 -0.039
H -1.77611 -1.74797 -0.92018 0.189 0.179 0.111
H -2.80518 -0.47078 0.96560 0.219 0.098 0.220
H 1.50224 -0.14071 1.71683 0.282 -0.014 0.403
H 2.50610 0.08908 -0.99431 0.077 -0.161 -0.115
H 1.88488 -1.36559 -0.15736 -0.127 0.092 -0.113
```
Forces are in eV/Å.

Computed properties:
DFT total energy, eV: -16649.0373
Relative energy (zero: lowest compared OMol25 entry of this formula, charge and spin), eV: 2.7559

---

6.
A molecular structure, C15H16Cl2F5IrN4O3SSe in a non-equilibrium geometry. Source: the Open Molecules 2025 dataset; level of theory: ωB97M-V with the def2-TZVPD basis set.

```
48
Properties=species:S:1:pos:R:3:forces:R:3
Ir 0.83349 -1.15054 0.23180 1.065 -4.018 0.856
Se 0.44289 1.42786 -1.10679 -0.269 1.155 -0.652
Cl 3.36462 -1.25315 4.61536 -0.012 -0.003 0.013
Cl 5.07487 -2.50189 2.60063 0.018 -0.001 -0.007
S -0.74929 -2.83492 0.98176 -0.186 -0.061 -0.414
F 2.20601 4.00700 -1.11102 -0.027 0.013 -0.023
F -2.20638 4.83003 -4.16382 0.014 -0.016 0.014
F -0.36138 6.80613 -3.85641 0.003 -0.012 0.007
F 1.84019 6.36551 -2.32169 -0.009 -0.024 0.004
F -1.87414 2.46043 -2.97014 0.022 0.017 -0.009
O 1.73824 -3.89828 2.75361 -0.052 -0.022 0.053
O 2.32158 -1.15000 -0.69881 -0.065 -0.015 -0.196
O 2.13641 -1.87621 1.84079 0.564 0.948 0.247
N -2.35753 -4.09812 -2.36278 0.023 0.016 -0.065
N -2.18376 -4.10212 -1.00239 -0.014 -0.085 0.070
N 0.07410 -1.59826 -1.72293 -0.183 1.248 -0.607
N -0.88177 -2.61016 -1.72863 0.058 -0.055 0.175
C -0.93406 0.29379 3.08381 -0.036 -0.358 0.086
C -1.35716 -2.75901 -4.19451 0.005 0.035 -0.004
C -1.43281 1.73800 2.92751 -0.083 -0.010 0.018
C -0.26967 0.08313 4.44407 -0.071 -0.019 0.049
C 0.93057 5.38745 -2.47026 0.025 0.015 0.014
C 1.10170 4.16091 -1.85305 -0.023 0.039 -0.006
C -0.18543 5.61843 -3.25187 -0.003 0.034 -0.017
C 0.18391 3.12206 -1.98070 -0.069 -0.359 0.062
C -1.55587 -3.17696 -2.78885 0.034 -0.018 0.063
C 0.00922 -0.03599 1.98432 0.688 0.080 -1.143
C -0.92513 3.39443 -2.77473 0.015 0.048 -0.027
C -1.28877 -3.20428 -0.56816 -0.019 0.238 0.120
C -1.11818 4.61089 -3.40300 -0.035 0.002 -0.021
C 3.57840 -2.66135 3.54328 0.004 0.018 -0.040
C 2.34808 -2.84077 2.61649 -0.314 -0.216 -0.171
H -0.26139 -0.69844 -2.11543 -0.339 0.110 0.249
H -2.70461 -4.73800 -0.42618 -0.003 0.004 -0.010
H -0.31854 -2.90314 -4.49457 -0.001 0.007 -0.014
H -0.59734 2.43745 2.98787 0.013 -0.010 -0.011
H -2.14798 1.98145 3.71856 0.019 -0.007 0.018
H -0.97146 0.30343 5.25248 0.010 0.032 0.001
H -2.00100 -3.35412 -4.83575 -0.005 -0.006 0.009
H 0.91995 -1.81458 -2.25585 0.179 -0.365 0.289
H 3.68535 -3.53218 4.17640 -0.012 0.003 0.009
H -1.80016 -0.37572 3.01552 -0.015 0.025 -0.014
H -0.49993 -0.15673 0.94971 -0.504 1.062 0.447
H 1.04487 0.32045 1.97493 -0.496 0.525 0.646
H -1.91985 1.88316 1.96314 0.037 0.005 -0.023
H -1.60142 -1.70284 -4.31630 0.012 0.004 -0.008
H 0.59554 0.74047 4.55298 0.012 -0.008 -0.018
H 0.07500 -0.94468 4.55960 0.029 0.005 -0.021
```
Forces are in eV/Å.

Computed properties:
DFT total energy, eV: -145566.2959
Total charge: -1
Multiplicity: 2
Relative energy (zero: lowest compared OMol25 entry of this formula, charge and spin), eV: 3.9877